# 1
One molecule with the formula C21H22N2O3S in a non-equilibrium geometry, computed with wB97M-V/def2-TZVPD.

Results
LUMO = 0.19 eV
HOMO energy = -8.716 eV
SMILES string = C#CC(=O)N(c1cccc(OC)c1)[C@@H](C(=O)NC1CCCC1)c1cccs1
Net charge = 0
Electronic energy = -1546.74015 Ha
Orbital gap = 0.3272 hartree
Max |F| = 3.18 eV Å⁻¹
Energy relative to the best compared isomer or geometry (same formula, charge and spin) = 96.17 kcal/mol

Each line ends with the natural charge from an NBO analysis.
Positions of all 49 atoms, in Å:
C: -1.555 1.635 -1.828  -0.129
C: -0.566 1.688 -1.113  -0.131
C: 0.567 1.837 -0.242  0.587
O: 0.661 2.971 0.210  -0.543
N: 1.442 0.816 0.210  -0.471
C: 2.593 1.155 0.959  0.248
C: 2.956 0.519 2.148  -0.269
C: 4.120 0.931 2.821  -0.191
C: 4.920 1.975 2.381  -0.273
C: 4.611 2.600 1.174  0.303
O: 5.343 3.652 0.671  -0.522
C: 5.371 4.830 1.499  -0.250
C: 3.468 2.186 0.509  -0.272
C: 1.228 -0.652 -0.016  -0.155
C: 0.126 -1.338 0.894  0.679
O: 0.307 -2.486 1.263  -0.613
N: -1.096 -0.703 0.993  -0.629
C: -2.293 -1.271 1.596  -0.057
C: -3.490 -1.058 0.631  -0.413
C: -4.111 0.222 1.140  -0.407
C: -3.929 0.173 2.666  -0.400
C: -2.601 -0.492 2.891  -0.424
C: 1.034 -1.021 -1.495  -0.216
C: 2.040 -0.929 -2.459  -0.240
C: 1.514 -1.316 -3.765  -0.248
C: 0.179 -1.734 -3.698  -0.425
S: -0.440 -1.745 -2.087  0.468
H: -2.443 1.621 -2.456  0.250
H: 2.328 -0.258 2.628  0.227
H: 4.350 0.494 3.822  0.218
H: 5.716 2.264 3.030  0.221
H: 5.526 5.696 0.863  0.195
H: 4.436 4.992 2.087  0.187
H: 6.213 4.773 2.155  0.173
H: 3.266 2.730 -0.415  0.233
H: 2.157 -1.172 0.252  0.263
H: -1.151 0.250 0.722  0.399
H: -2.161 -2.384 1.768  0.244
H: -3.242 -1.025 -0.446  0.223
H: -4.214 -1.857 0.792  0.207
H: -5.189 0.280 0.927  0.214
H: -3.578 1.060 0.729  0.195
H: -4.002 1.186 3.056  0.215
H: -4.726 -0.436 3.136  0.197
H: -2.631 -1.100 3.803  0.221
H: -1.844 0.265 3.038  0.212
H: 3.035 -0.540 -2.287  0.233
H: 2.075 -1.235 -4.677  0.225
H: -0.390 -2.120 -4.549  0.241


# 2
C21H22N2O4ReSSe2 as an isolated structure, computed with wB97M-V/def2-TZVPD.

Results
LUMO (alpha / beta) = -0.26 / -0.39 eV
HOMO energy (alpha / beta) = -7.037 / -6.582 eV
Net charge = 0
2S+1 = 2
Electronic energy = -6503.25317 Ha
Orbital gap (alpha / beta) = 0.2492 / 0.2277 hartree
Max |F| = 0.20 eV Å⁻¹
⟨S²⟩ = 0.807
Energy relative to the best compared isomer or geometry (same formula, charge and spin) = 43.38 kcal/mol

Each line ends with the Löwdin spin population.
Positions of all 53 atoms, in Å:
Re: 0.420 1.339 1.296  0.884
C: 1.641 -1.595 2.249  0.000
C: 0.918 -0.917 3.365  0.027
C: 0.920 -1.511 4.647  -0.003
C: 0.250 -0.931 5.677  0.026
C: -0.479 0.255 5.449  0.000
C: -1.237 0.884 6.464  0.001
C: -1.957 2.008 6.180  -0.004
C: -1.947 2.542 4.877  0.001
C: -1.209 1.964 3.877  -0.006
S: -1.183 2.604 2.228  -0.026
C: -0.450 0.803 4.153  0.011
N: 0.282 0.225 3.127  -0.001
H: 1.893 -2.617 2.527  0.000
H: 2.554 -1.055 1.997  0.001
H: 1.022 -1.611 1.350  -0.002
H: 1.469 -2.432 4.785  -0.001
H: 0.253 -1.372 6.666  0.002
H: -1.238 0.453 7.457  0.000
H: -2.542 2.493 6.951  0.000
H: -2.530 3.426 4.652  0.000
O: -1.507 -3.531 -1.840  0.000
C: -1.708 -3.341 -3.227  0.000
C: -0.784 -2.239 -3.764  0.000
C: -0.617 -2.539 -5.269  0.000
O: 0.217 -1.632 -5.962  0.000
C: 0.594 -2.305 -3.087  -0.002
Se: 0.771 -1.059 -1.568  -0.005
C: -1.396 -0.844 -3.606  0.001
Se: -1.436 -0.297 -1.734  0.003
H: -2.193 -4.111 -1.499  0.000
H: -2.749 -3.073 -3.446  0.000
H: -1.484 -4.273 -3.765  0.000
H: -1.608 -2.597 -5.736  0.000
H: -0.144 -3.517 -5.381  0.000
H: -0.237 -0.790 -6.058  0.000
H: 1.366 -2.016 -3.796  0.000
H: 0.786 -3.308 -2.713  0.000
H: -2.421 -0.821 -3.981  0.000
H: -0.800 -0.104 -4.141  0.000
O: 4.032 1.342 -0.590  0.006
C: 2.893 1.495 -0.219  0.004
O: 2.357 0.952 0.849  0.012
C: 1.937 2.375 -0.988  0.020
C: 2.305 3.021 -2.150  -0.004
C: 1.359 3.788 -2.809  0.023
C: 0.079 3.877 -2.278  -0.003
C: -0.212 3.207 -1.107  0.025
N: 0.702 2.466 -0.468  0.010
H: 3.318 2.899 -2.506  -0.001
H: 1.612 4.311 -3.721  0.001
H: -0.690 4.463 -2.760  -0.001
H: -1.192 3.245 -0.651  0.002


# 3
One molecule with the formula C21H22N2O5S in a non-equilibrium geometry, computed with wB97M-V/def2-TZVPD.

Results
LUMO = 0.51 eV
HOMO energy = -7.792 eV
SMILES string = COc1ccc(N(CC(=O)Nc2cccc3ccccc23)S(C)(=O)=O)c(OC)c1
Net charge = 0
Electronic energy = -1697.32498 Ha
Orbital gap = 0.3050 hartree
Max |F| = 1.67 eV Å⁻¹
Energy relative to the best compared isomer or geometry (same formula, charge and spin) = 40.97 kcal/mol

Each line ends with the natural charge from an NBO analysis.
Positions of all 51 atoms, in Å:
C: -0.892 -4.199 4.527  -0.252
O: -0.320 -3.908 3.274  -0.490
C: -0.919 -2.976 2.487  0.344
C: -2.088 -2.298 2.804  -0.339
C: -2.603 -1.374 1.909  -0.149
C: -1.964 -1.110 0.715  0.016
N: -2.509 -0.178 -0.204  -0.686
C: -2.143 1.214 -0.011  -0.303
C: -0.618 1.417 0.061  0.665
O: -0.033 1.432 1.121  -0.594
N: -0.064 1.591 -1.164  -0.658
C: 1.317 1.653 -1.433  0.258
C: 1.812 0.849 -2.432  -0.270
C: 3.181 0.819 -2.719  -0.196
C: 4.049 1.601 -2.009  -0.201
C: 3.570 2.492 -1.027  -0.044
C: 4.445 3.357 -0.337  -0.181
C: 3.969 4.267 0.563  -0.210
C: 2.589 4.364 0.798  -0.214
C: 1.715 3.527 0.161  -0.162
C: 2.177 2.549 -0.743  -0.094
S: -2.675 -0.696 -1.782  2.330
C: -4.396 -0.204 -2.077  -0.851
O: -2.631 -2.122 -1.847  -0.924
O: -1.865 0.076 -2.694  -0.974
C: -0.774 -1.781 0.395  0.413
O: -0.207 -1.436 -0.786  -0.533
C: 0.765 -2.304 -1.327  -0.249
C: -0.270 -2.718 1.278  -0.351
H: -1.900 -4.613 4.423  0.176
H: -0.926 -3.313 5.168  0.179
H: -0.242 -4.946 4.981  0.201
H: -2.607 -2.475 3.732  0.222
H: -3.515 -0.847 2.144  0.218
H: -2.574 1.550 0.937  0.230
H: -2.566 1.786 -0.838  0.218
H: -0.616 1.210 -1.934  0.440
H: 1.126 0.228 -2.988  0.216
H: 3.543 0.162 -3.496  0.212
H: 5.110 1.567 -2.207  0.210
H: 5.504 3.293 -0.546  0.207
H: 4.646 4.927 1.085  0.212
H: 2.220 5.110 1.486  0.212
H: 0.657 3.624 0.341  0.218
H: -4.651 -0.487 -3.090  0.246
H: -5.008 -0.740 -1.365  0.243
H: -4.490 0.866 -1.949  0.231
H: 0.894 -1.997 -2.363  0.202
H: 0.420 -3.341 -1.299  0.189
H: 1.717 -2.208 -0.795  0.185
H: 0.641 -3.257 1.076  0.233


# 4
One molecule with the formula C21H22N2O6, computed with wB97M-V/def2-TZVPD.

Results
LUMO = 0.07 eV
HOMO energy = -8.522 eV
SMILES string = COc1ccc(C(=O)NCC(=O)NCC(=O)OCC(=O)c2ccc(C)cc2)cc1
Net charge = 0
Electronic energy = -1374.44575 Ha
Orbital gap = 0.3156 hartree
Max |F| = 0.67 eV Å⁻¹
Energy relative to the best compared isomer or geometry (same formula, charge and spin) = 14.79 kcal/mol

Each line ends with the natural charge from an NBO analysis.
Positions of all 51 atoms, in Å:
C: 3.933 3.688 -0.702  -0.256
O: 4.523 2.439 -0.417  -0.489
C: 3.733 1.445 0.056  0.334
C: 2.382 1.581 0.361  -0.329
C: 1.667 0.487 0.803  -0.064
C: 2.264 -0.762 0.932  -0.205
C: 1.378 -1.896 1.268  0.700
O: 0.317 -1.755 1.866  -0.671
N: 1.803 -3.116 0.846  -0.599
C: 0.927 -4.272 0.883  -0.316
C: -0.038 -4.172 -0.303  0.674
O: 0.072 -4.829 -1.314  -0.619
N: -1.002 -3.239 -0.102  -0.629
C: -1.661 -2.639 -1.232  -0.337
C: -0.865 -1.427 -1.701  0.796
O: 0.268 -1.197 -1.376  -0.595
O: -1.590 -0.648 -2.508  -0.506
C: -0.980 0.566 -2.932  -0.184
C: -0.831 1.621 -1.829  0.548
O: 0.070 2.427 -1.899  -0.535
C: -1.810 1.610 -0.729  -0.134
C: -3.076 1.033 -0.828  -0.172
C: -3.927 1.038 0.260  -0.237
C: -3.548 1.608 1.471  0.035
C: -4.453 1.572 2.660  -0.636
C: -2.296 2.212 1.556  -0.214
C: -1.446 2.223 0.473  -0.168
C: 3.627 -0.886 0.665  -0.162
C: 4.353 0.205 0.244  -0.265
H: 3.103 3.586 -1.408  0.190
H: 3.578 4.178 0.210  0.175
H: 4.721 4.290 -1.150  0.200
H: 1.880 2.526 0.233  0.226
H: 0.616 0.575 1.034  0.222
H: 2.534 -3.140 0.153  0.404
H: 1.527 -5.179 0.804  0.226
H: 0.378 -4.258 1.827  0.232
H: -0.885 -2.646 0.720  0.434
H: -1.687 -3.377 -2.041  0.263
H: -2.680 -2.337 -0.980  0.226
H: 0.019 0.368 -3.336  0.232
H: -1.622 0.963 -3.723  0.220
H: -3.410 0.597 -1.757  0.222
H: -4.907 0.590 0.169  0.213
H: -4.445 2.528 3.180  0.222
H: -5.473 1.333 2.371  0.217
H: -4.107 0.810 3.360  0.230
H: -1.992 2.675 2.484  0.214
H: -0.481 2.702 0.535  0.227
H: 4.133 -1.830 0.807  0.210
H: 5.407 0.125 0.033  0.225


Among the records above, which one has the highest max |F|?
C21H22N2O3S


Which of these has the lowest energy relative to the best compared isomer or geometry (same formula, charge and spin)?
C21H22N2O6


Copy entry 1 word for word.
One molecule with the formula C21H22N2O3S in a non-equilibrium geometry, computed with wB97M-V/def2-TZVPD.

Results
LUMO = 0.19 eV
HOMO energy = -8.716 eV
SMILES string = C#CC(=O)N(c1cccc(OC)c1)[C@@H](C(=O)NC1CCCC1)c1cccs1
Net charge = 0
Electronic energy = -1546.74015 Ha
Orbital gap = 0.3272 hartree
Max |F| = 3.18 eV Å⁻¹
Energy relative to the best compared isomer or geometry (same formula, charge and spin) = 96.17 kcal/mol

Each line ends with the natural charge from an NBO analysis.
Positions of all 49 atoms, in Å:
C: -1.555 1.635 -1.828  -0.129
C: -0.566 1.688 -1.113  -0.131
C: 0.567 1.837 -0.242  0.587
O: 0.661 2.971 0.210  -0.543
N: 1.442 0.816 0.210  -0.471
C: 2.593 1.155 0.959  0.248
C: 2.956 0.519 2.148  -0.269
C: 4.120 0.931 2.821  -0.191
C: 4.920 1.975 2.381  -0.273
C: 4.611 2.600 1.174  0.303
O: 5.343 3.652 0.671  -0.522
C: 5.371 4.830 1.499  -0.250
C: 3.468 2.186 0.509  -0.272
C: 1.228 -0.652 -0.016  -0.155
C: 0.126 -1.338 0.894  0.679
O: 0.307 -2.486 1.263  -0.613
N: -1.096 -0.703 0.993  -0.629
C: -2.293 -1.271 1.596  -0.057
C: -3.490 -1.058 0.631  -0.413
C: -4.111 0.222 1.140  -0.407
C: -3.929 0.173 2.666  -0.400
C: -2.601 -0.492 2.891  -0.424
C: 1.034 -1.021 -1.495  -0.216
C: 2.040 -0.929 -2.459  -0.240
C: 1.514 -1.316 -3.765  -0.248
C: 0.179 -1.734 -3.698  -0.425
S: -0.440 -1.745 -2.087  0.468
H: -2.443 1.621 -2.456  0.250
H: 2.328 -0.258 2.628  0.227
H: 4.350 0.494 3.822  0.218
H: 5.716 2.264 3.030  0.221
H: 5.526 5.696 0.863  0.195
H: 4.436 4.992 2.087  0.187
H: 6.213 4.773 2.155  0.173
H: 3.266 2.730 -0.415  0.233
H: 2.157 -1.172 0.252  0.263
H: -1.151 0.250 0.722  0.399
H: -2.161 -2.384 1.768  0.244
H: -3.242 -1.025 -0.446  0.223
H: -4.214 -1.857 0.792  0.207
H: -5.189 0.280 0.927  0.214
H: -3.578 1.060 0.729  0.195
H: -4.002 1.186 3.056  0.215
H: -4.726 -0.436 3.136  0.197
H: -2.631 -1.100 3.803  0.221
H: -1.844 0.265 3.038  0.212
H: 3.035 -0.540 -2.287  0.233
H: 2.075 -1.235 -4.677  0.225
H: -0.390 -2.120 -4.549  0.241